{
  "formula": "C5H5N2O2S2",
  "method": "the ωB97M-V functional and the def2-TZVPD basis",
  "elements": ["S", "S", "O", "O", "N", "N", "C", "C", "C", "C", "C", "H", "H", "H", "H", "H"],
  "positions_angstrom": [[0.03581, 1.81984, 1.39463], [-1.47933, 1.81272, -1.23283], [-3.18347, -0.46088, -0.20805], [-1.93705, -2.37246, -0.34203], [-0.78813, -0.53541, 0.17066], [2.07823, -0.03715, -0.47881], [-2.14232, -1.18463, -0.13147], [1.58204, -1.00010, 0.35337], [1.37579, 0.90653, -0.76494], [-0.52526, 0.89041, -0.02472], [0.27929, -1.23592, 0.56596], [-0.68520, 1.31036, 2.46488], [-0.00474, -2.21042, 1.06624], [2.34086, -1.59778, 0.84419], [1.72876, 1.54495, -1.46521], [-2.57262, 1.12331, -1.02934]],
  "mulliken_spin": [0.063, 0.012, 0.014, 0.039, 0.343, 0.115, -0.031, 0.380, 0.594, -0.065, 0.405, 0.016, 0.037, 0.021, 0.059, -0.002],
  "s_squared": 2.018,
  "relative_energy_ev": 3.722,
  "lumo_ev": [3.10, 1.52],
  "total_charge": -1,
  "homo_ha": [-0.04845, -0.17199],
  "fmax_ev_per_a": 8.5,
  "spin_multiplicity": 3,
  "homo_lumo_gap_ev": [4.4188, 6.2027]
}